64
Properties=species:S:1:pos:R:3:forces:R:3:lowdin_charge:R:1 method="wB97M-V/def2-TZVPD" de_lowest_kcal_mol=131.6 orbital_gap_ev="5.387 / 4.512" charge=+1 e_homo_ev="-9.07 / -9.01" spin_multiplicity=3
Mo 0.1381 1.4405 -1.9010 -2.356 1.669 -0.446 0.6135
N 1.0590 4.5163 -4.1097 -0.387 2.352 -0.477 0.1009
C 0.9225 3.5121 -3.2707 -0.165 -2.471 -0.197 -0.8391
S 1.0471 1.8687 -4.0784 -0.402 1.493 1.074 0.5311
N 0.7952 3.5775 -1.9235 0.716 -1.238 -0.505 -0.1386
N -0.6077 3.2292 -1.4448 3.257 -1.987 -2.542 -0.1716
C -1.1702 4.1834 -0.8492 -4.250 1.546 2.855 -0.1018
C -2.4940 4.1510 -0.3196 0.321 1.773 -0.209 -0.1189
C -3.2312 2.9814 -0.2529 -1.614 -0.963 -0.196 -0.0971
C -4.5379 2.9053 0.2831 3.841 -2.197 -1.693 -0.0999
C -4.9117 4.1024 0.8267 -2.218 2.371 1.486 -0.1217
C -4.4650 5.3766 0.4794 -0.567 -0.068 0.713 -0.0120
C -3.1612 5.5689 -0.0886 1.896 -2.510 -1.735 -0.3642
O -2.5112 6.5201 -0.5388 -1.191 0.268 0.943 -0.0106
H 0.3971 4.5102 -4.8993 1.137 -0.038 0.127 0.1304
H 1.3289 5.4464 -3.7424 -0.772 -0.795 -0.119 0.1406
H -0.6842 5.0830 -0.5847 0.846 1.056 -0.580 0.1276
H -2.7762 2.1007 -0.7062 -0.014 -0.002 -0.044 0.0587
H -5.0096 1.9030 0.1702 -0.246 1.229 0.901 0.0991
H -5.6477 4.1310 1.6533 -0.377 -0.165 -1.088 0.1181
H -5.2193 6.1655 0.6697 1.182 -0.103 0.293 0.1190
N 3.4403 1.8827 -0.9742 -0.977 1.376 -0.328 0.1441
C 2.8953 0.8841 -0.3373 0.296 -1.215 1.330 -0.6827
S 1.1158 0.6620 -0.0969 2.613 -0.794 1.462 0.5504
N 3.8273 -0.0119 0.1385 -1.277 -0.189 0.168 0.0934
N 3.3323 -1.1193 0.5978 0.703 2.402 -1.481 0.0434
C 3.6351 -2.1635 1.2162 1.107 -1.297 1.339 -0.1274
C 4.1432 -2.0542 2.6210 0.105 1.532 -0.114 -0.1648
C 5.2475 -1.2575 2.9607 0.794 -0.227 -1.359 -0.0318
C 5.4788 -0.8744 4.2623 -0.671 -0.116 0.132 -0.0717
C 4.4550 -0.9620 5.2047 -0.171 -0.550 0.126 -0.0659
C 3.3091 -1.7037 4.9195 0.763 -0.685 -1.075 -0.0391
C 3.2365 -2.2914 3.6192 -2.026 -1.023 2.213 -0.0383
C 3.1916 -3.4007 0.5383 0.170 -1.244 2.192 -0.1762
C 2.4608 -3.1314 -0.6227 1.447 1.251 0.334 -0.0460
C 1.6693 -4.0394 -1.1879 0.664 -2.461 0.836 -0.0173
C 1.7577 -5.2594 -0.4545 -3.140 -0.205 -2.381 -0.0623
C 2.4200 -5.4765 0.7059 1.813 -0.882 2.366 -0.1284
N 3.2924 -4.5822 1.2558 -2.086 2.140 -2.284 0.1632
H 2.8721 2.7278 -1.1291 0.315 -0.590 -0.321 0.0946
H 4.3996 1.8262 -1.2763 0.144 0.116 0.228 0.1329
H 5.9532 -0.9521 2.1677 -0.258 -0.394 0.541 0.1269
H 6.4428 -0.5518 4.5911 0.354 0.716 -0.160 0.1065
H 4.6203 -0.4866 6.1613 -0.138 -0.198 0.185 0.1089
H 2.5630 -1.9718 5.6851 0.384 0.442 -0.578 0.1160
H 2.3882 -2.9904 3.4782 0.525 0.627 -0.288 0.1234
H 2.6352 -2.1506 -1.0072 -0.487 0.375 -0.421 0.1011
H 1.1031 -3.8534 -2.0933 -0.014 -0.371 0.186 0.1179
H 1.0697 -6.0153 -0.8190 0.215 -0.391 0.276 0.1078
H 2.2800 -6.4030 1.3479 0.239 1.010 -1.352 0.1400
C -5.6317 -3.0402 -0.8675 1.304 -0.333 0.093 0.0043
C -4.5149 -1.9658 -0.6757 0.212 -0.358 -0.092 -0.2525
N -4.4694 -1.0318 0.2141 0.281 0.985 0.089 0.1404
N -3.2815 -0.3213 -0.0038 0.014 -1.215 -0.588 0.0747
C -2.5873 -0.8899 -1.0172 0.918 2.549 -1.081 -0.6565
S -1.3728 -0.4384 -2.2057 0.229 -0.176 0.592 0.5350
N -3.3098 -1.8822 -1.4397 -3.558 -3.974 -0.849 -0.1360
N -3.1234 -2.9102 -2.4349 3.498 0.263 -0.801 0.0809
H -6.0139 -3.3786 0.1368 0.329 0.639 -1.097 0.0983
H -5.1103 -3.9158 -1.3473 -0.623 0.800 0.503 0.0757
H -6.4677 -2.7437 -1.5522 0.857 0.106 0.778 0.0942
H -3.1066 0.6006 0.4196 -0.246 -0.735 -0.050 0.1328
H -3.4661 -2.6368 -3.3652 -0.468 0.613 0.678 0.1045
H -2.0406 -2.9993 -2.7066 -2.786 0.459 1.496 0.1221